1.
ORCA calculation (the ωB97M-V functional and the def2-TZVPD basis) on C19H15N3OS as an isolated structure at a distorted geometry.

Each line ends with the natural charge from an NBO analysis.
Positions of all 39 atoms, in Å:
N: -1.6928 3.3881 4.0614  -0.2904
O: -2.7764 -0.2630 5.6838  -0.4705
C: -1.7568 2.2450 4.1646  0.2829
N: -1.9171 -1.5139 4.0664  -0.4369
S: 1.4579 1.1595 -5.1923  0.1517
C: -2.1033 -0.2942 4.6413  0.6084
C: -0.9297 -1.2034 3.2511  0.3624
C: 0.9744 1.5188 0.0789  -0.2823
C: -1.5395 -2.6842 0.2841  -0.2317
C: 0.6466 1.6045 1.5009  -0.0887
C: -0.9060 -1.6037 -0.5674  -0.1564
C: -1.3824 0.8180 3.9673  -0.1932
C: -0.5629 0.1728 3.1353  -0.0654
C: 0.6213 0.4144 -0.6005  0.2322
C: -1.1938 -2.9489 1.6377  -0.1233
C: 0.3670 0.3887 2.1109  -0.0336
C: 0.0982 -0.8419 0.0353  -0.0200
N: 0.7491 0.4762 -2.0434  -0.5036
C: -0.1702 1.2371 -4.3298  -0.5207
C: 2.5505 0.5579 -3.7314  -0.4941
C: -0.1986 -2.0633 2.2795  -0.3383
C: 0.5747 -1.0130 1.4423  -0.2530
C: 0.0088 1.5188 -2.8384  -0.2141
C: 1.8683 -0.2370 -2.6381  -0.2073
H: 1.3601 2.4762 -0.2676  0.2296
H: -2.3162 -3.3038 -0.2304  0.2226
H: 0.2568 2.5296 1.7754  0.2274
H: -1.3117 -1.3381 -1.5019  0.2283
H: -1.5214 -3.8230 2.1788  0.2374
H: -0.7909 0.3998 -4.4960  0.2078
H: -0.6986 2.0330 -4.9039  0.2376
H: 2.9667 1.4231 -3.1739  0.2030
H: 3.4408 0.0603 -4.0962  0.2315
H: 0.5327 -2.6002 2.8336  0.2571
H: 1.6509 -1.2000 1.5087  0.2347
H: -1.0273 1.5994 -2.3974  0.2096
H: 0.4119 2.5455 -2.7247  0.1828
H: 1.6020 -1.1260 -3.0053  0.1769
H: 2.6567 -0.5090 -1.8985  0.1998

Relative energy (zero: lowest compared OMol25 entry of this formula, charge and spin), eV: 7.448
HOMO level, eV: -8.39
Orbital gap, eV: 6.3
Largest force on an atom, eV Å⁻¹: 6.1
Electronic energy, eV: -37293.808

2.
ORCA calculation (the ωB97M-V functional and the def2-TZVPD basis) on C19H16ClNO3SSc as an isolated structure.

Each line ends with the natural charge from an NBO analysis.
Positions of all 42 atoms, in Å:
Sc: 0.2294 0.0635 -0.0791  1.5369
C: -2.1837 -1.6433 -2.4352  -0.6402
C: -2.1200 -1.0220 -1.0723  -0.0093
C: -1.8018 -1.7956 0.0512  -0.2172
C: -1.7460 -1.2339 1.3233  -0.2022
C: -2.0160 0.1243 1.4989  -0.2228
C: -2.3303 0.9085 0.3924  -0.2298
C: -2.3702 0.3414 -0.8814  -0.1812
H: -3.1456 -2.1414 -2.5691  0.2480
H: -1.3976 -2.3867 -2.5561  0.2354
H: -2.0793 -0.8950 -3.2186  0.2340
H: -1.5674 -2.8445 -0.0801  0.2482
H: -1.4703 -1.8464 2.1707  0.2586
H: -1.9498 0.5685 2.4820  0.2574
H: -2.5148 1.9678 0.5126  0.2525
H: -2.5825 0.9670 -1.7389  0.2435
Cl: 2.2851 7.1601 -0.8962  0.0367
C: 1.7795 5.5078 -0.9732  -0.0935
C: 1.5448 4.9164 -2.2245  -0.1444
C: 1.1435 3.6070 -2.3278  -0.2307
C: 0.9596 2.8249 -1.1761  0.4160
O: 0.5836 1.5738 -1.2803  -0.7635
C: 1.1931 3.4289 0.0850  -0.2972
C: 1.0012 2.7177 1.3019  0.4706
O: 0.6185 1.5374 1.4134  -0.6464
C: 1.6071 4.7772 0.1668  -0.1314
H: 1.6880 5.5119 -3.1165  0.2418
H: 0.9700 3.1522 -3.2932  0.2310
H: 1.1973 3.2666 2.2306  0.1673
H: 1.7850 5.2254 1.1364  0.2350
O: 0.9131 -1.3754 -1.3324  -0.6219
N: 1.8426 -2.2957 -1.0702  0.0163
C: 2.1806 -3.1415 -2.0679  0.0354
C: 3.1214 -4.1090 -1.8615  -0.2470
C: 3.7242 -4.2013 -0.6035  -0.1366
C: 3.3694 -3.3232 0.3900  -0.2248
C: 2.4048 -2.3323 0.1605  0.0575
S: 1.9319 -1.1609 1.3265  -0.1641
H: 1.6561 -2.9716 -2.9953  0.2425
H: 3.3805 -4.7756 -2.6697  0.2481
H: 4.4716 -4.9589 -0.4128  0.2415
H: 3.8218 -3.3625 1.3699  0.2501

Relative energy (zero: lowest compared OMol25 entry of this formula, charge and spin), eV: 0.000
HOMO level, eV: -11.18
Orbital gap, eV: 7.8
Largest force on an atom, eV Å⁻¹: 0.1
Net charge: +1
Electronic energy, eV: -71651.632

3.
ORCA calculation (the ωB97M-V functional and the def2-TZVPD basis) on an isolated molecule of C19H16N2O at a distorted geometry.

Each line ends with the natural charge from an NBO analysis.
Positions of all 38 atoms, in Å:
C: 3.0181 1.9184 4.2815  -0.2031
C: 1.6416 2.1607 4.1634  -0.2117
C: 0.9005 1.5212 3.1697  -0.2031
C: 1.5356 0.6371 2.2644  -0.0208
C: 0.8319 0.0291 1.1549  0.3010
O: 1.6071 -0.8628 0.4634  -0.4833
C: 1.0302 -1.7125 -0.4681  0.2842
C: -0.3164 -1.6063 -0.8197  -0.0274
C: -0.8446 -2.5689 -1.6962  -0.1922
C: -0.0481 -3.6241 -2.1438  -0.2284
C: 1.2861 -3.7409 -1.7112  -0.1916
C: 1.8380 -2.7693 -0.8904  -0.2455
C: -1.1980 -0.5773 -0.1412  -0.0854
C: -0.4499 0.3031 0.7781  -0.2819
C: 2.9029 0.3481 2.4393  -0.2084
C: 3.6363 0.9886 3.4334  -0.2088
H: 3.6075 2.4250 5.0481  0.2170
H: 1.1461 2.8358 4.8622  0.2188
H: -0.1758 1.6758 3.0699  0.2142
H: -1.9019 -2.5194 -1.9812  0.2225
H: -0.4650 -4.3782 -2.8146  0.2196
H: 1.8995 -4.5890 -2.0207  0.2200
H: 2.8697 -2.8134 -0.5330  0.2301
H: -1.9315 -1.1374 0.4612  0.2132
H: -0.9982 1.1139 1.2578  0.2238
H: 3.3858 -0.3735 1.7844  0.2315
H: 4.6902 0.7387 3.5437  0.2165
C: -2.8690 2.6848 -3.6315  -0.6346
C: -2.6959 1.6430 -2.5973  0.1048
C: -1.5418 1.1265 -1.9901  -0.1178
N: -1.9894 0.1791 -1.0834  -0.3502
C: -3.3563 0.1465 -1.1667  0.1630
N: -3.7870 1.0154 -2.0717  -0.4707
H: -1.9202 3.1194 -3.9610  0.2140
H: -3.3777 2.2659 -4.5127  0.2247
H: -3.5064 3.4997 -3.2559  0.2249
H: -0.5149 1.4117 -2.1485  0.2241
H: -3.9391 -0.5145 -0.5364  0.1971

Relative energy (zero: lowest compared OMol25 entry of this formula, charge and spin), eV: 0.000
HOMO level, eV: -8.34
Orbital gap, eV: 8.6
Largest force on an atom, eV Å⁻¹: 2.5
SMILES: Cc1cn([C@@H]2C=C(c3ccccc3)Oc3ccccc32)cn1
Electronic energy, eV: -24990.018

4.
ORCA calculation (the ωB97M-V functional and the def2-TZVPD basis) on an isolated molecule of C19H16N2O3.

Each line ends with the natural charge from an NBO analysis.
Positions of all 40 atoms, in Å:
C: -6.5286 -1.9825 -0.1311  -0.2533
H: -6.6265 -1.5425 0.8637  0.1884
H: -7.0072 -1.3193 -0.8547  0.1894
H: -6.9874 -2.9684 -0.1573  0.1922
O: -5.1660 -2.1790 -0.4587  -0.4894
C: -4.4004 -1.0765 -0.4883  0.4977
N: -4.9474 0.0983 -0.2220  -0.4827
C: -4.1780 1.1740 -0.2401  0.0248
C: -2.8173 1.1445 -0.5201  0.0639
C: -2.2526 -0.0964 -0.8406  -0.1753
C: -3.0452 -1.2195 -0.8180  -0.2711
H: -2.6578 -2.1957 -1.0570  0.2300
H: -1.2109 -0.1681 -1.1116  0.2323
N: -2.0860 2.3345 -0.5258  -0.6074
C: -0.7686 2.5565 -0.2345  0.6664
O: -0.2641 3.6341 -0.4782  -0.5902
C: -0.0238 1.4563 0.4373  -0.1477
C: 1.2671 1.1699 0.0150  -0.1973
C: 2.0221 0.1845 0.6442  0.0370
C: 1.4596 -0.4987 1.7210  -0.2214
C: 0.1854 -0.1927 2.1642  -0.2051
C: -0.5624 0.7825 1.5299  -0.1866
H: -1.5508 1.0290 1.8885  0.2219
H: -0.2271 -0.7145 3.0151  0.2176
H: 2.0387 -1.2528 2.2332  0.2161
C: 3.3874 -0.1152 0.1909  -0.0217
C: 4.2486 0.9111 -0.1881  -0.2034
C: 5.5369 0.6374 -0.6038  -0.2799
C: 5.9903 -0.6756 -0.6581  0.3019
C: 5.1356 -1.7098 -0.2872  -0.2559
C: 3.8538 -1.4278 0.1353  -0.2054
H: 3.1954 -2.2400 0.4057  0.2142
H: 5.4973 -2.7244 -0.3391  0.2237
O: 7.2488 -0.9921 -1.0630  -0.6616
H: 7.7318 -0.1885 -1.2909  0.4802
H: 6.1983 1.4462 -0.8864  0.2070
H: 3.9148 1.9364 -0.1349  0.2197
H: 1.6702 1.7120 -0.8275  0.2277
H: -2.5921 3.1661 -0.8070  0.4125
H: -4.6821 2.1064 -0.0201  0.1908

Relative energy (zero: lowest compared OMol25 entry of this formula, charge and spin), eV: 0.404
HOMO level, eV: -8.26
Orbital gap, eV: 8.9
Largest force on an atom, eV Å⁻¹: 0.8
SMILES: COc1ccc(NC(=O)c2cccc(-c3ccc(O)cc3)c2)cn1
Electronic energy, eV: -29085.920

5.
ORCA calculation (the ωB97M-V functional and the def2-TZVPD basis) on an isolated molecule of C19H16N2O3 at a distorted geometry.

Each line ends with the natural charge from an NBO analysis.
Positions of all 40 atoms, in Å:
O: -6.3638 -2.1343 -0.0501  -0.5802
C: -5.4459 -1.3383 -0.0425  0.6209
N: -4.1763 -1.7794 0.2387  -0.4267
N: -3.0979 -1.0041 0.3912  -0.2311
C: -1.9716 -1.5430 0.6475  0.0503
C: -0.7784 -0.7523 0.8349  -0.1334
C: -0.8313 0.6446 0.9090  -0.1524
C: 0.3157 1.3799 1.0784  -0.2562
C: 1.5608 0.7480 1.1765  0.3078
C: 1.6228 -0.6413 1.1098  -0.2629
C: 0.4640 -1.3746 0.9463  -0.1688
H: 0.5272 -2.4522 0.8942  0.2097
H: 2.5667 -1.1589 1.1740  0.2175
O: 2.6254 1.5736 1.3403  -0.4877
C: 3.9198 1.0158 1.4233  -0.1026
C: 4.3865 0.3473 0.1517  0.0309
C: 3.8905 0.7526 -1.0796  -0.2401
C: 4.3248 0.1418 -2.2425  -0.1968
C: 5.2653 -0.8721 -2.1857  -0.2155
C: 5.7698 -1.2747 -0.9605  -0.2011
C: 5.3298 -0.6708 0.2036  -0.2494
H: 5.7204 -0.9902 1.1599  0.2099
H: 6.5044 -2.0648 -0.9104  0.2145
H: 5.6049 -1.3482 -3.0934  0.2148
H: 3.9285 0.4608 -3.1950  0.2152
H: 3.1587 1.5459 -1.1228  0.2230
H: 3.9846 0.3162 2.2683  0.1825
H: 4.5667 1.8733 1.6432  0.2111
H: 0.2857 2.4564 1.1411  0.2256
H: -1.7912 1.1308 0.8419  0.2253
H: -1.8636 -2.6323 0.7289  0.1555
H: -4.0976 -2.7902 0.3892  0.3763
C: -5.5995 0.0883 -0.3445  0.1298
C: -4.7099 1.0804 -0.6856  -0.2308
C: -5.4828 2.2329 -0.9268  -0.3324
C: -6.7804 1.8616 -0.7188  0.1257
O: -6.8590 0.5781 -0.3760  -0.3595
H: -7.6988 2.4122 -0.7830  0.2052
H: -5.1269 3.2005 -1.2156  0.2300
H: -3.6480 0.9803 -0.7593  0.2457

Relative energy (zero: lowest compared OMol25 entry of this formula, charge and spin), eV: 2.457
HOMO level, eV: -8.10
Orbital gap, eV: 8.4
Largest force on an atom, eV Å⁻¹: 1.2
SMILES: O=C(N/N=C/c1ccc(OCc2ccccc2)cc1)c1ccco1
Electronic energy, eV: -29083.867

6.
ORCA calculation (the ωB97M-V functional and the def2-TZVPD basis) on C19H16N3O2PdS2 as an isolated structure at a distorted geometry.

Each line ends with the natural charge from an NBO analysis.
Positions of all 43 atoms, in Å:
Pd: -0.4053 -0.5242 -0.8369  0.9563
C: 0.6274 -0.9664 -5.0172  -0.6747
C: 0.7730 -0.9081 -3.5065  0.4799
O: -0.2915 -0.5775 -2.8646  -0.6620
C: 2.0293 -1.1581 -2.9483  -0.4903
C: 2.3606 -1.1412 -1.5908  0.2697
C: 3.7965 -1.1917 -1.1477  -0.6536
N: 1.4222 -1.0241 -0.6225  -0.3234
N: 1.8250 -1.0615 0.6384  -0.4312
C: 0.8615 -0.7844 1.5279  0.4904
O: -0.3181 -0.3732 1.1618  -0.6984
C: 1.1714 -0.9239 2.9291  -0.0195
C: 0.1626 -0.8761 3.9104  -0.1970
C: 0.4841 -0.9489 5.2463  -0.2288
C: 1.8113 -1.0556 5.6496  -0.2235
C: 2.8163 -1.1347 4.6886  -0.2346
C: 2.5045 -1.0816 3.3514  -0.1884
H: -0.4319 -0.9550 -5.2630  0.2287
H: 1.0788 -1.8696 -5.4233  0.2126
H: 1.0971 -0.1002 -5.4870  0.2150
H: 2.8420 -1.3632 -3.6322  0.1990
H: 4.4700 -1.2059 -2.0012  0.2020
H: 3.9746 -2.0663 -0.5218  0.2321
H: 4.0087 -0.3141 -0.5352  0.2320
H: -0.8660 -0.7920 3.5940  0.2344
H: -0.2965 -0.9231 5.9976  0.2031
H: 2.0642 -1.0842 6.7004  0.1989
H: 3.8487 -1.2363 4.9988  0.2005
H: 3.2647 -1.1418 2.5901  0.2312
S: -2.6373 -2.2923 -0.7919  -0.3074
C: -3.1561 -0.6907 -0.8491  -0.0593
N: -2.2590 0.2685 -0.9120  -0.6028
C: -2.7581 1.5165 -0.8719  0.2258
C: -1.9898 2.6831 -0.8450  -0.2561
C: -2.6460 3.8939 -0.8104  -0.2074
C: -4.0381 3.9496 -0.8130  -0.2569
C: -4.8141 2.7934 -0.8177  -0.2201
C: -4.1670 1.5771 -0.8337  -0.2445
S: -4.8174 -0.0579 -0.8066  0.3308
H: -0.9070 2.5709 -0.8409  0.2286
H: -2.0740 4.8125 -0.7821  0.2016
H: -4.5306 4.9091 -0.8056  0.1991
H: -5.8921 2.8495 -0.8076  0.2079

HOMO level, eV: -3.70
Orbital gap, eV: 6.6
Largest force on an atom, eV Å⁻¹: 3.6
Net charge: -1
Electronic energy, eV: -53681.074

7.
ORCA calculation (the ωB97M-V functional and the def2-TZVPD basis) on an isolated molecule of C19H16N4O5S2 at a distorted geometry.

Each line ends with the natural charge from an NBO analysis.
Positions of all 46 atoms, in Å:
N: 1.9009 6.2606 3.8408  -0.8161
C: 1.6118 4.9370 3.8709  0.6529
O: 0.8487 4.4560 4.6782  -0.5942
C: 2.3172 4.1243 2.8292  -0.1135
C: 1.6465 3.0397 2.2782  -0.2165
C: 2.2644 2.2604 1.3040  0.2406
C: 3.5736 2.5518 0.9207  -0.2412
C: 4.2526 3.6179 1.4933  -0.1356
C: 3.6164 4.4166 2.4365  -0.1802
H: 4.1701 5.2370 2.8669  0.2331
C: 5.6484 3.9794 1.1036  0.6571
O: 6.0415 5.1258 1.0738  -0.5999
N: 6.4448 2.9319 0.7701  -0.8183
H: 6.1780 1.9836 0.9632  0.3943
H: 7.4124 3.1233 0.5671  0.4069
H: 4.0467 1.9552 0.1519  0.2047
N: 1.6334 1.1880 0.6760  -0.6234
C: 0.3667 0.6969 0.8684  0.6753
O: -0.4215 1.1293 1.6784  -0.5852
C: 0.0444 -0.4586 -0.0175  -0.1830
C: 0.4826 -0.5513 -1.3359  -0.1694
C: 0.1123 -1.6241 -2.1217  -0.2812
C: -0.6874 -2.6405 -1.5987  0.2545
C: -1.1220 -2.5553 -0.2764  -0.2902
C: -0.7717 -1.4659 0.4927  -0.1273
H: -1.1198 -1.3813 1.5105  0.2374
H: -1.7181 -3.3532 0.1345  0.2474
N: -1.0449 -3.7218 -2.3870  -0.8658
S: -2.4462 -4.6294 -2.2068  2.3431
O: -2.4701 -5.4750 -3.3573  -0.9244
O: -2.4888 -5.1977 -0.8998  -0.9144
C: -3.7233 -3.4187 -2.3603  -0.5901
C: -4.3451 -3.0429 -3.5125  -0.1961
C: -5.2940 -2.0233 -3.2940  -0.2640
C: -5.3620 -1.6530 -1.9859  -0.3878
S: -4.2764 -2.5395 -0.9936  0.5246
H: -5.9917 -0.9059 -1.5452  0.2450
H: -5.8964 -1.5910 -4.0718  0.2335
H: -4.1315 -3.4989 -4.4612  0.2441
H: -0.7142 -3.7167 -3.3385  0.4193
H: 0.4414 -1.6824 -3.1493  0.2122
H: 1.0792 0.2352 -1.7768  0.2125
H: 2.2049 0.6976 0.0019  0.3983
H: 0.6450 2.8137 2.6062  0.2761
H: 2.4754 6.6678 3.1254  0.3987
H: 1.4435 6.8662 4.5016  0.4064

Relative energy (zero: lowest compared OMol25 entry of this formula, charge and spin), eV: 0.040
HOMO level, eV: -8.85
Orbital gap, eV: 9.1
Largest force on an atom, eV Å⁻¹: 1.0
SMILES: NC(=O)c1cc(NC(=O)c2ccc(NS(=O)(=O)c3cccs3)cc2)cc(C(N)=O)c1
Electronic energy, eV: -57832.486

8.
ORCA calculation (the ωB97M-V functional and the def2-TZVPD basis) on C19H17AuClIN4O5S2 as an isolated structure at a distorted geometry.

Each line ends with the natural charge from an NBO analysis.
Positions of all 50 atoms, in Å:
Au: 0.1097 -0.4825 1.2251  1.2401
C: 2.1618 3.3670 0.2130  -0.6782
C: 1.9543 1.9606 0.6877  0.3662
N: 0.7277 1.4986 0.6626  -0.2863
N: -0.2503 2.3349 0.2889  -0.3594
C: -1.4647 2.0235 0.5359  -0.0995
S: -1.9729 0.7253 1.5512  0.0159
S: -2.6555 3.1519 -0.0869  0.3110
C: -3.9335 2.0189 -0.7854  -0.5425
C: -3.5174 1.6365 -2.1753  0.0328
C: -3.0395 0.3583 -2.4374  -0.2422
C: -2.5990 0.0276 -3.7107  -0.1889
C: -2.6267 0.9697 -4.7268  -0.2176
C: -3.1088 2.2463 -4.4701  -0.2104
C: -3.5462 2.5804 -3.2006  -0.2383
C: 3.0615 1.2050 1.1933  -0.1826
C: 4.1798 1.8859 1.7151  -0.1507
C: 5.2163 1.2197 2.3146  -0.2591
C: 5.2056 -0.1805 2.3659  -0.1573
C: 4.1724 -0.8778 1.8030  -0.2663
C: 3.0645 -0.2240 1.2012  0.3774
O: 2.1517 -0.9324 0.6298  -0.7271
H: 1.4657 3.5660 -0.5985  0.2710
H: 3.1781 3.5206 -0.1358  0.2334
H: 1.9345 4.0713 1.0152  0.2517
H: -4.8557 2.5973 -0.7706  0.2380
H: -4.0192 1.1578 -0.1279  0.2563
H: -3.0177 -0.3834 -1.6517  0.2507
H: -2.2261 -0.9701 -3.8992  0.2167
H: -2.2721 0.7138 -5.7165  0.2111
H: -3.1354 2.9840 -5.2613  0.2112
H: -3.8977 3.5843 -2.9932  0.2060
H: 4.1890 2.9667 1.7033  0.2139
H: 6.0303 1.7687 2.7657  0.2203
H: 6.0146 -0.7065 2.8549  0.2205
H: 4.1452 -1.9590 1.8078  0.2244
O: -3.6635 -2.1050 -0.3271  -0.8353
Cl: -2.4285 -2.4860 0.2598  2.5597
O: -2.2035 -3.8870 0.1665  -0.8462
O: -2.4108 -2.0976 1.6502  -0.8755
O: -1.3384 -1.7946 -0.4612  -0.9494
I: 0.5029 -6.5506 3.3298  0.1996
C: 0.5118 -4.8055 2.2183  -0.2950
C: 0.8470 -4.6722 0.8869  -0.0165
N: 0.7819 -3.3662 0.6104  -0.2882
N: 0.4154 -2.6582 1.6790  -0.3322
C: 0.2439 -3.5127 2.6738  -0.0140
H: 1.1178 -5.4108 0.1548  0.2424
H: 0.8674 -2.8942 -0.2756  0.4499
H: -0.0676 -3.1836 3.6481  0.2385

Relative energy (zero: lowest compared OMol25 entry of this formula, charge and spin), eV: 1.852
HOMO level, eV: -8.55
Orbital gap, eV: 5.5
Largest force on an atom, eV Å⁻¹: 3.0
Electronic energy, eV: -82152.112